{"formula": "C3H7ClO", "method": "wB97M-V/def2-TZVPD", "multiplicity": 1, "homo_lumo_gap_ev": 11.04, "lumo_energy_ev": 0.7, "e_homo_ev": -10.37, "relative_energy_kcal_mol": 117.21, "species": ["C", "C", "C", "H", "H", "H", "H", "H", "H", "H", "O", "Cl"], "xyz": [[0.8525, -0.0701, 0.8265], [-0.4637, 0.1684, 0.1408], [-0.5901, -0.7801, -1.2126], [0.9549, 2.0262, 1.6434], [0.5408, -0.6183, 1.8836], [1.4858, -0.4216, -0.2096], [-0.6722, 1.4880, 0.0026], [-1.0913, -0.2802, 1.2072], [0.2263, -0.6382, -2.0837], [-0.7701, -1.9894, -1.2877], [1.6446, 1.2877, 1.0451], [-2.1174, -0.1722, -1.9555]], "mulliken_charge": [-0.26, -0.34, -0.46, 0.31, 0.25, 0.22, 0.24, 0.18, 0.29, 0.31, -0.54, -0.21]}

***

{"formula": "C3H7ClO2", "method": "wB97M-V/def2-TZVPD", "multiplicity": 1, "homo_lumo_gap_ev": 10.20, "lumo_energy_ev": 0.7, "e_homo_ev": -9.51, "relative_energy_kcal_mol": 45.02, "species": ["C", "C", "C", "O", "O", "Cl", "H", "H", "H", "H", "H", "H", "H"], "xyz": [[0.2198, 2.3009, -0.4678], [0.8205, 0.9205, -0.3085], [-0.6559, -2.3756, 1.3724], [-0.3284, -2.5677, 0.0727], [-1.9203, -2.5378, 1.5387], [2.0773, 0.6338, -1.5521], [-0.6145, 2.4134, 0.2215], [0.9598, 3.0697, -0.2534], [-0.1414, 2.4398, -1.4838], [1.3037, 0.7889, 0.6556], [0.0678, 0.1470, -0.4529], [0.6197, -2.4604, -0.0639], [-2.4081, -2.7726, 0.7214]], "mulliken_charge": [-1.09, -0.11, -0.09, -0.39, -0.20, -0.23, 0.31, 0.31, 0.32, 0.33, 0.17, 0.39, 0.28]}

***

{"formula": "C3H7ClO2S", "method": "wB97M-V/def2-TZVPD", "multiplicity": 3, "homo_lumo_gap_ev": [7.35, 6.61], "lumo_energy_ev": [0.4, -3.2], "e_homo_ev": [-7.00, -9.83], "relative_energy_kcal_mol": 79.64, "species": ["C", "C", "C", "O", "O", "S", "Cl", "H", "H", "H", "H", "H", "H", "H"], "xyz": [[1.0849, -0.0360, 2.0652], [-0.8009, 0.4442, -1.2743], [-0.0098, -0.5012, -0.5627], [1.2502, 2.0711, 0.0646], [-1.5186, 1.3227, -0.4566], [1.3095, 0.2752, 0.4294], [3.0047, -0.3915, -0.6450], [1.7976, 0.6939, 2.4731], [1.2199, -1.0788, 2.0669], [-0.1216, 0.9664, -2.0663], [-1.5227, -0.1861, -1.7694], [0.4377, -1.2563, -1.1955], [-0.6579, -0.9813, 0.0441], [-1.0792, 2.1445, -0.2702]], "lowdin_spin": [0.83, 0.01, 0.03, 0.09, 0.00, 0.38, 0.57, 0.04, 0.05, 0.00, 0.00, 0.00, 0.00, 0.00]}

***

{"formula": "C3H7ClS", "method": "wB97M-V/def2-TZVPD", "multiplicity": 1, "homo_lumo_gap_ev": 9.25, "lumo_energy_ev": 0.7, "e_homo_ev": -8.54, "relative_energy_kcal_mol": 27.38, "smiles": "C=C(C)S.Cl", "species": ["C", "C", "C", "S", "H", "H", "H", "H", "H", "H", "Cl", "H"], "xyz": [[-0.2482, -0.5851, 1.2727], [-0.5297, 0.2292, 0.2666], [-0.8849, -0.4487, -1.0766], [-0.4990, 2.0093, 0.3502], [0.0349, -0.2056, 2.2307], [-0.4282, -1.6620, 1.1542], [-1.5474, 0.1718, -1.6385], [-1.5213, -1.3649, -0.9705], [-0.0581, -0.8601, -1.7306], [-0.2393, 1.6472, 1.6971], [2.8657, 0.6940, -0.1521], [3.0554, 0.3750, -1.4032]], "mulliken_charge": [-0.92, 0.76, -1.18, -0.19, 0.23, 0.24, 0.37, 0.30, 0.24, 0.14, -0.22, 0.23]}

***

{"formula": "C3H7ClS2Si", "method": "wB97M-V/def2-TZVPD", "multiplicity": 3, "homo_lumo_gap_ev": [4.60, 4.90], "lumo_energy_ev": [0.5, -4.0], "e_homo_ev": [-4.08, -8.88], "relative_energy_kcal_mol": 2.64, "species": ["C", "C", "C", "Si", "S", "S", "Cl", "H", "H", "H", "H", "H", "H", "H"], "xyz": [[-1.5583, 0.1647, 1.3525], [-1.0337, 1.5876, 0.9778], [1.3303, -1.3239, -1.8875], [0.9339, -0.1134, -0.4872], [-0.3315, -1.1027, 0.9952], [-0.2155, 1.7472, -0.7222], [2.8473, -0.0096, 0.5633], [-1.7054, 0.1371, 2.4343], [-2.5022, -0.0488, 0.8560], [-1.8176, 2.2035, 0.8596], [-0.3745, 1.8151, 1.7236], [2.1706, -1.1172, -2.6240], [1.8085, -2.2605, -1.5896], [0.4481, -1.6791, -2.4518]], "lowdin_spin": [0.11, 0.18, 0.01, 0.20, 0.59, 0.80, 0.06, 0.01, 0.02, 0.01, 0.02, 0.00, 0.00, 0.00]}

***

{"formula": "C3H7ClSi", "method": "wB97M-V/def2-TZVPD", "multiplicity": 1, "homo_lumo_gap_ev": 8.50, "lumo_energy_ev": -0.1, "e_homo_ev": -8.56, "relative_energy_kcal_mol": 100.12, "species": ["C", "C", "C", "Si", "Cl", "H", "H", "H", "H", "H", "H", "H"], "xyz": [[0.8657, 0.9039, 0.8890], [0.4248, -0.4251, 0.4051], [1.3822, 0.2493, -0.4016], [-2.0656, -0.7461, -0.4158], [3.0860, -0.2650, -0.5747], [0.0990, 1.6980, 0.7136], [1.6277, 1.1736, 1.6618], [0.4596, -1.4113, 0.8069], [1.2245, 0.7890, -1.3834], [-2.5569, 0.1233, 0.5410], [-2.2617, -2.1252, -0.6853], [-2.2853, 0.0356, -1.5567]], "mulliken_charge": [-0.46, -0.58, -0.05, 0.56, -0.24, 0.17, 0.25, 0.37, 0.27, -0.10, -0.09, -0.11]}

***

{"formula": "C3H7CrO3", "method": "wB97M-V/def2-TZVPD", "multiplicity": 6, "homo_lumo_gap_ev": [6.73, 9.63], "lumo_energy_ev": [0.4, -0.1], "e_homo_ev": [-6.33, -9.69], "relative_energy_kcal_mol": 0.00, "species": ["C", "O", "H", "H", "H", "O", "C", "O", "C", "Cr", "H", "H", "H", "H"], "xyz": [[-2.4502, -0.7087, -1.0746], [-1.6439, -0.4528, -0.0497], [-2.0882, -0.4873, -2.0870], [-3.4086, -1.2229, -0.9138], [-4.8978, 0.3682, 1.6397], [-1.2023, -0.2373, 3.5738], [-2.4594, 0.0635, 3.9561], [-3.1610, 0.3862, 2.7106], [-4.5714, 0.4168, 2.7265], [-1.5156, -0.0890, 1.7002], [-2.5429, 0.9652, 4.5960], [-3.0085, -0.7758, 4.4314], [-4.9873, -0.4725, 3.2218], [-4.9168, 1.3147, 3.2585]], "lowdin_spin": [0.63, 0.27, 0.04, 0.05, 0.00, 0.08, 0.02, 0.05, 0.01, 3.85, 0.00, 0.00, 0.00, 0.00]}

***

{"formula": "C3H7CsNO", "method": "wB97M-V/def2-TZVPD", "multiplicity": 1, "homo_lumo_gap_ev": 10.82, "lumo_energy_ev": -3.5, "e_homo_ev": -14.32, "total_charge": 1, "relative_energy_kcal_mol": 36.62, "species": ["Cs", "C", "C", "O", "N", "C", "H", "H", "H", "H", "H", "H", "H"], "xyz": [[-29.5587, 5.2624, -9.5650], [-31.9028, 2.5970, -11.2207], [-31.8382, 3.6549, -10.1025], [-32.0399, 4.8048, -10.3513], [-31.5282, 3.1904, -8.8656], [-31.2290, 3.9631, -7.6799], [-32.2770, 1.6565, -10.8163], [-30.8862, 2.5148, -11.6053], [-32.5965, 2.8471, -12.0234], [-31.2150, 2.2312, -8.8223], [-30.3664, 3.4419, -7.2647], [-32.0970, 3.8455, -7.0312], [-31.1418, 5.0238, -7.9152]], "mulliken_charge": [1.03, -0.93, 0.71, -0.68, -0.30, -1.10, 0.36, 0.22, 0.33, 0.24, 0.45, 0.23, 0.43]}

***

{"formula": "C3H7CsNO", "method": "wB97M-V/def2-TZVPD", "multiplicity": 1, "homo_lumo_gap_ev": 9.91, "lumo_energy_ev": -3.5, "e_homo_ev": -13.44, "total_charge": 1, "relative_energy_kcal_mol": 3.26, "species": ["Cs", "C", "C", "O", "N", "C", "H", "H", "H", "H", "H", "H", "H"], "xyz": [[-1.7869, 0.1501, -3.2667], [1.7354, 0.5840, -0.6025], [0.4351, -0.1457, -0.3624], [-0.0268, -0.9338, -1.2021], [-0.2105, 0.1261, 0.7866], [-1.4038, -0.5857, 1.2171], [2.2656, 0.1020, -1.4136], [2.3543, 0.6587, 0.2886], [1.4940, 1.6172, -0.8882], [0.2261, 0.7470, 1.4465], [-2.3098, -0.0503, 0.9352], [-1.3693, -0.6956, 2.2967], [-1.4035, -1.5740, 0.7647]], "mulliken_charge": [1.01, -1.08, 0.64, -0.73, -0.14, -0.79, 0.31, 0.36, 0.29, 0.23, 0.24, 0.33, 0.32]}

***

{"formula": "C3H7DyO3", "method": "wB97M-V/def2-TZVPD", "multiplicity": 7, "homo_lumo_gap_ev": [9.98, 6.19], "lumo_energy_ev": [-4.5, -6.2], "e_homo_ev": [-14.49, -12.34], "total_charge": 1, "species": ["O", "C", "C", "O", "C", "H", "H", "H", "H", "H", "H", "Dy", "O", "H"], "xyz": [[-0.0127, -2.1640, 0.0889], [1.1329, -1.5741, -0.4237], [1.2936, -0.1418, 0.0761], [0.0077, 0.4945, -0.0719], [-0.0715, 1.8554, -0.0376], [1.1220, -1.5518, -1.5333], [2.0533, -2.1169, -0.1330], [2.0399, 0.4221, -0.4998], [1.5335, -0.1195, 1.1503], [0.7712, 2.3761, 0.4186], [-1.0241, 2.2179, -0.4224], [-1.8030, -1.0929, 0.2735], [-3.5322, 0.2030, 0.5803], [-3.5107, 1.1920, 0.5340]], "lowdin_spin": [0.10, 0.01, -0.01, -0.15, -0.69, 0.00, 0.00, 0.00, 0.00, -0.04, -0.04, 6.71, 0.09, 0.01]}

***

{"formula": "C3H7F3O", "method": "wB97M-V/def2-TZVPD", "multiplicity": 1, "homo_lumo_gap_ev": 12.43, "lumo_energy_ev": 0.7, "e_homo_ev": -11.78, "relative_energy_kcal_mol": 1.19, "smiles": "CCC(F)(F)F.O", "species": ["C", "C", "C", "F", "F", "F", "H", "H", "H", "H", "H", "O", "H", "H"], "xyz": [[0.0000, 0.0000, 0.0000], [1.1408, 0.6377, -0.7667], [0.8162, 1.1742, -2.1244], [1.7931, 1.8929, -2.5770], [0.5726, 0.2419, -3.0596], [-0.3150, 1.8503, -2.1324], [-0.7775, 0.7566, 0.1989], [0.5055, -0.2431, 0.9497], [-0.4870, -0.9126, -0.3829], [1.5959, 1.4270, -0.1379], [1.9260, -0.1104, -0.9885], [-0.4366, -2.8116, 2.2108], [-0.1072, -2.0784, 2.7784], [-0.3274, -3.6198, 2.7614]], "mulliken_charge": [-0.90, -0.55, 0.86, -0.26, -0.29, -0.28, 0.30, 0.19, 0.34, 0.31, 0.28, -0.63, 0.32, 0.31]}

***

{"formula": "C3H7FN2S2", "method": "wB97M-V/def2-TZVPD", "multiplicity": 1, "homo_lumo_gap_ev": 9.21, "lumo_energy_ev": 0.8, "e_homo_ev": -8.40, "relative_energy_kcal_mol": 0.00, "smiles": "C[C@H](F)/C(=N\\S)NS", "species": ["C", "C", "F", "C", "N", "S", "N", "S", "H", "H", "H", "H", "H", "H", "H"], "xyz": [[1.3954, 1.1446, 0.7207], [0.5716, 0.8612, -0.5309], [-0.0672, 1.9867, -0.9494], [-0.4701, -0.2317, -0.2459], [-0.1620, -1.4484, -0.0421], [1.4507, -2.0248, -0.4392], [-1.7549, 0.1689, -0.1361], [-3.1197, -0.8089, -0.2128], [1.6649, 0.1620, 1.0600], [2.3059, 1.7064, 0.5568], [0.7608, 1.6019, 1.4581], [1.1747, 0.5264, -1.3991], [1.0991, -3.3517, -0.6225], [-1.8920, 1.1670, -0.2049], [-2.9572, -1.4595, 0.9874]], "mulliken_charge": [-1.04, 0.04, -0.35, 0.64, -0.51, -0.19, -0.29, -0.15, 0.33, 0.32, 0.32, 0.31, 0.17, 0.27, 0.14]}

***

{"formula": "C3H7FO2", "method": "wB97M-V/def2-TZVPD", "multiplicity": 1, "homo_lumo_gap_ev": 9.51, "lumo_energy_ev": 0.8, "e_homo_ev": -8.75, "relative_energy_kcal_mol": 67.92, "species": ["C", "C", "C", "O", "O", "F", "H", "H", "H", "H", "H", "H", "H"], "xyz": [[1.2335, -0.4367, 2.0313], [0.5143, -1.2929, 1.0509], [-0.4740, 1.0807, -2.3948], [-0.6877, -1.6099, 1.4489], [-1.3906, 0.7834, -1.3458], [-0.8103, 2.0865, -3.2301], [1.9965, -1.1229, 2.3682], [0.6681, 0.0491, 2.7976], [1.6255, 0.3436, 1.4411], [0.5052, 1.3686, -1.9379], [-0.6128, 0.1850, -3.0729], [-1.0093, -1.2683, 2.3137], [-1.5584, -0.1661, -1.4703]], "mulliken_charge": [-0.83, -0.12, 0.04, -0.24, -0.45, -0.25, 0.27, 0.39, 0.25, 0.14, 0.18, 0.27, 0.33]}

***

{"formula": "C3H7FO2Pb", "method": "wB97M-V/def2-TZVPD", "multiplicity": 2, "homo_lumo_gap_ev": [4.67, 7.45], "lumo_energy_ev": [3.5, 3.5], "e_homo_ev": [-1.17, -3.98], "total_charge": -1, "species": ["Pb", "O", "C", "C", "O", "C", "H", "H", "H", "H", "H", "H", "H", "F"], "xyz": [[1.1959, -0.0337, 1.3242], [0.8967, -1.7988, 2.1664], [-0.4115, -2.0736, 2.5288], [-1.3963, -1.5310, 1.5010], [-1.0274, -0.1760, 1.2407], [-1.9039, 0.5163, 0.3671], [-0.6686, -1.6259, 3.5134], [-0.6077, -3.1608, 2.6235], [-2.4334, -1.5638, 1.8720], [-1.3348, -2.0984, 0.5557], [-1.5396, 1.5493, 0.2739], [-1.9258, 0.0252, -0.6188], [-2.9199, 0.5223, 0.7896], [0.6456, 2.9592, 1.0222]], "lowdin_spin": [0.69, 0.15, 0.01, 0.01, 0.09, 0.01, 0.01, 0.00, 0.00, 0.01, 0.00, 0.01, 0.00, 0.02]}

***

{"formula": "C3H7FO2Tm", "method": "wB97M-V/def2-TZVPD", "multiplicity": 4, "homo_lumo_gap_ev": [8.57, 7.05], "lumo_energy_ev": [-11.1, -12.4], "e_homo_ev": [-19.68, -19.46], "total_charge": 2, "species": ["O", "Tm", "F", "C", "O", "C", "C", "H", "H", "H", "H", "H", "H", "H"], "xyz": [[0.7378, 1.0745, 0.5248], [2.9242, 0.4649, 0.3676], [4.7888, -0.1408, -0.0048], [-0.1344, -1.5551, -1.0056], [-0.2207, -0.7649, 0.1708], [-0.5340, 0.6152, -0.0017], [-1.3638, 1.1542, 1.1137], [0.2525, -2.5351, -0.7156], [-1.1502, -1.6449, -1.4210], [0.5090, -1.0777, -1.7569], [-0.9152, 1.1876, 2.1166], [-0.8552, 0.8179, -1.0319], [-1.8228, 1.9235, 0.3621], [-2.2159, 0.4807, 1.2820]], "lowdin_spin": [0.37, 1.97, 0.01, 0.05, 0.48, 0.01, 0.05, 0.00, 0.03, 0.02, 0.00, 0.00, 0.01, 0.00]}

***

{"formula": "C3H7FS", "method": "wB97M-V/def2-TZVPD", "multiplicity": 1, "homo_lumo_gap_ev": 9.80, "lumo_energy_ev": 0.6, "e_homo_ev": -9.20, "relative_energy_kcal_mol": 54.26, "smiles": "C=C(C)F.S", "species": ["C", "C", "C", "F", "H", "H", "H", "H", "H", "S", "H", "H"], "xyz": [[0.3835, -1.3050, 1.0204], [0.6111, -0.5903, -0.1365], [1.2784, 0.7339, -0.2969], [-0.0691, -0.9960, -1.2576], [-0.2866, -2.1874, 1.0370], [0.5129, -0.8377, 2.0540], [0.7287, 1.5068, -0.6885], [1.4920, 0.9781, 0.7039], [2.1655, 0.6135, -0.8058], [-2.2411, 0.6609, -0.0860], [-1.0950, 0.9272, -1.0730], [-3.4803, 0.4959, -0.4710]], "mulliken_charge": [-0.66, 0.33, -0.94, -0.26, 0.28, 0.21, 0.43, 0.29, 0.31, -0.31, 0.18, 0.13]}

***

{"formula": "C3H7IN3P", "method": "wB97M-V/def2-TZVPD", "multiplicity": 3, "homo_lumo_gap_ev": [7.46, 6.23], "lumo_energy_ev": [0.0, -2.2], "e_homo_ev": [-7.49, -8.43], "relative_energy_kcal_mol": 21.57, "species": ["C", "C", "C", "N", "N", "N", "P", "I", "H", "H", "H", "H", "H", "H", "H"], "xyz": [[-0.8875, -0.4212, -0.8385], [0.6415, -0.0678, -0.9043], [1.3467, -0.4421, 0.3716], [0.7037, -0.0277, 2.4562], [0.8028, 1.5837, -0.8942], [1.1814, 0.4468, 1.4217], [0.4792, 2.4098, 0.3237], [3.6188, -0.2844, -0.1020], [-1.3082, 0.2044, 0.0772], [-1.5415, -0.0855, -1.7263], [-0.8954, -1.4457, -0.8403], [1.1101, -0.3228, -1.8669], [1.1804, -1.4224, 0.6173], [0.8722, 0.4309, 3.3381], [0.7939, 3.8374, -0.2026]], "lowdin_spin": [0.00, 0.00, 0.05, 0.78, 0.08, 0.68, 0.09, 0.19, 0.00, 0.00, 0.00, 0.00, 0.01, 0.07, 0.05]}

***

{"formula": "C3H7INO2", "method": "wB97M-V/def2-TZVPD", "multiplicity": 1, "homo_lumo_gap_ev": [7.26, 7.26], "lumo_energy_ev": [-4.7, -4.7], "e_homo_ev": [-12.00, -12.00], "total_charge": 1, "relative_energy_kcal_mol": 0.00, "species": ["C", "C", "C", "N", "O", "O", "I", "H", "H", "H", "H", "H", "H", "H"], "xyz": [[2.0228, 0.6862, 1.2385], [3.2816, -1.2236, 0.3219], [-0.7287, 0.3555, -1.6561], [-1.8527, 1.3583, -1.5759], [1.7148, 1.6349, 1.8335], [3.0813, 0.0383, 0.9934], [-0.1623, -0.2125, 0.3815], [2.3286, -1.6977, -0.0479], [3.5505, -1.8087, 1.1997], [4.1441, -1.0801, -0.4368], [-1.0560, -0.5993, -1.9718], [-2.6586, 0.8513, -1.2654], [-1.7492, 1.8836, -0.7814], [-1.9369, 1.7563, -2.4916]], "mulliken_charge": [0.58, -0.50, -0.60, -0.25, -0.26, -0.20, 0.12, 0.29, 0.29, 0.24, 0.28, 0.35, 0.30, 0.36]}

***

{"formula": "C3H7INOS", "method": "wB97M-V/def2-TZVPD", "multiplicity": 1, "homo_lumo_gap_ev": 7.54, "lumo_energy_ev": -4.8, "e_homo_ev": -12.37, "total_charge": 1, "relative_energy_kcal_mol": 14.23, "species": ["C", "C", "C", "N", "O", "S", "I", "H", "H", "H", "H", "H", "H", "H"], "xyz": [[0.9341, -0.8026, 1.1114], [-1.4664, 0.1697, -0.4365], [2.1321, -0.4316, 0.7461], [-1.7804, 0.7508, -1.5988], [-1.9341, 0.8358, 0.5874], [1.9429, -0.3372, -1.1175], [0.3575, -0.6104, 3.3245], [0.2278, -1.5000, 0.6666], [-1.0889, -0.9099, -0.3958], [2.9954, -0.0865, 1.2193], [-1.3872, 0.4961, -2.4633], [-2.1554, 1.6505, -1.4567], [-1.8350, 0.4379, 1.4692], [3.0577, 0.3374, -1.6558]], "mulliken_charge": [-0.93, 0.30, -0.12, -0.25, -0.35, -0.26, 0.04, 0.71, 0.41, 0.43, 0.27, 0.27, 0.28, 0.19]}